A cluster of 8 separate species, C32H85N5O11 in total in a non-equilibrium geometry. Source: the OMol25 dataset; level of theory: ωB97M-V with the def2-TZVPD basis set.

Last columns: bonded neighbours and bond lengths (Å).
Cartesian coordinates (Å):
1 C -3.62385 0.51610 3.59050  C2 1.559, H7 1.090, H8 1.090, H9 1.090
2 C -4.08166 -0.40894 4.75938  C1 1.559, C3 1.472, N6 1.465, H10 1.090
3 C -5.34573 -0.06971 5.43375  C2 1.472, O4 1.474, H11 1.090, H12 1.090
4 O -5.24053 1.19746 6.17909  C3 1.474, C5 1.396
5 C -4.41630 1.14477 7.30508  O4 1.396, H13 1.090, H14 1.090, H15 1.090
6 N -4.21704 -1.68319 4.04893  C2 1.465, H16 1.010, H17 1.010
7 H -3.30595 1.44413 4.06567  C1 1.090
8 H -4.49573 0.54368 2.93691  C1 1.090
9 H -2.82789 0.29761 2.87861  C1 1.090
10 H -3.21048 -0.50604 5.40725  C2 1.090
11 H -5.70328 -0.88716 6.05987  C3 1.090
12 H -6.08334 0.01354 4.63556  C3 1.090
13 H -3.65611 0.36408 7.33199  C5 1.090
14 H -5.13816 1.05101 8.11641  C5 1.090
15 H -4.06675 2.17292 7.21119  C5 1.090
16 H -3.48021 -1.74572 3.36098  N6 1.010
17 H -3.96468 -2.50003 4.58671  N6 1.010
18 C 0.52124 0.04157 -3.02314  C19 1.567, H24 1.090, H25 1.090, H26 1.090
19 C 1.23587 -0.27029 -1.66389  C18 1.567, C20 1.487, N23 1.422, H27 1.090
20 C 0.37985 0.06292 -0.49425  C19 1.487, O21 1.438, H28 1.090, H29 1.090
21 O 0.30105 1.47396 -0.22968  C20 1.438, C22 1.425
22 C -0.45671 1.73799 0.94753  O21 1.425, H30 1.090, H31 1.090, H32 1.090
23 N 1.43078 -1.65958 -1.89925  C19 1.422, H33 1.010, H34 1.010
24 H 0.36836 1.11121 -3.16671  C18 1.090
25 H -0.37292 -0.56470 -3.16803  C18 1.090
26 H 1.21029 -0.22587 -3.82424  C18 1.090
27 H 2.19502 0.22998 -1.53029  C19 1.090
28 H 0.84106 -0.47108 0.33655  C20 1.090
29 H -0.64308 -0.30971 -0.54754  C20 1.090
30 H -1.50790 1.45057 0.97000  C22 1.090
31 H -0.46067 2.82498 1.02829  C22 1.090
32 H 0.08593 1.22707 1.74289  C22 1.090
33 H 0.60910 -2.15844 -2.20921  N23 1.010
34 H 1.62859 -2.13314 -1.02935  N23 1.010
35 C 0.55211 -4.47066 1.27946  C36 1.514, H38 1.090, H39 1.090, H40 1.090
36 C -0.61100 -5.05443 2.05361  C35 1.514, O37 1.407, H41 1.090, H42 1.090
37 O -0.03510 -6.13842 2.74126  C36 1.407, H43 0.960
38 H 1.35348 -4.09875 1.91787  C35 1.090
39 H 0.24028 -3.66093 0.61975  C35 1.090
40 H 0.94878 -5.21921 0.59358  C35 1.090
41 H -1.45878 -5.38476 1.45341  C36 1.090
42 H -1.03577 -4.35789 2.77645  C36 1.090
43 H 0.78381 -5.83843 3.14252  O37 0.960
44 C -0.20679 0.74967 -6.52547  C45 1.599, H47 1.090, H48 1.090, H49 1.090
45 C 0.93578 1.80474 -6.15202  C44 1.599, O46 1.387, H50 1.090, H51 1.090
46 O 2.18402 1.43036 -6.62617  C45 1.387, H52 0.960
47 H 0.06697 -0.24191 -6.16499  C44 1.090
48 H -0.33263 0.80883 -7.60657  C44 1.090
49 H -1.17378 0.94865 -6.06348  C44 1.090
50 H 1.19242 1.95086 -5.10279  C45 1.090
51 H 0.75710 2.80026 -6.55837  C45 1.090
52 H 2.05654 0.96611 -7.45673  O46 0.960
53 C 4.08941 -0.94587 -3.95338  C54 1.570, H56 1.090, H57 1.090, H58 1.090
54 C 4.70983 -2.19867 -3.23807  C53 1.570, O55 1.421, H59 1.090, H60 1.090
55 O 6.08717 -1.92638 -3.01771  C54 1.421, H61 0.960
56 H 4.69271 -0.73551 -4.83648  C53 1.090
57 H 4.25199 -0.14886 -3.22780  C53 1.090
58 H 3.05070 -1.08364 -4.25368  C53 1.090
59 H 4.62849 -3.04659 -3.91816  C54 1.090
60 H 4.29229 -2.47316 -2.26935  C54 1.090
61 H 6.21363 -0.98322 -3.14443  O55 0.960
62 C -1.61250 6.04225 0.38540  O63 1.394, H71 1.090, H72 1.090, H73 1.090
63 O -1.55794 7.18076 1.18858  C62 1.394, C64 1.419
64 C -2.09538 7.00184 2.48971  O63 1.419, C65 1.596, H74 1.090, H75 1.090
65 C -2.78745 8.35757 2.97111  C64 1.596, N66 1.470, H76 1.090, H77 1.090
66 N -4.04284 8.81783 2.35960  C65 1.470, C67 1.423, H78 1.010
67 C -3.74108 9.30515 1.05732  N66 1.423, C68 1.493, H79 1.090, H80 1.090
68 C -4.93702 10.05918 0.57732  C67 1.493, O69 1.403, H81 1.090, H82 1.090
69 O -5.03635 11.32593 1.17260  C68 1.403, C70 1.431
70 C -6.04895 12.16382 0.60642  O69 1.431, H83 1.090, H84 1.090, H85 1.090
71 H -0.61356 5.62029 0.27508  C62 1.090
72 H -2.06782 6.25520 -0.58178  C62 1.090
73 H -2.20082 5.22867 0.80975  C62 1.090
74 H -1.39170 6.66828 3.25238  C64 1.090
75 H -2.88550 6.25109 2.47638  C64 1.090
76 H -2.14255 9.23624 2.98281  C65 1.090
77 H -2.97209 8.13450 4.02194  C65 1.090
78 H -4.40514 9.64792 2.80658  N66 1.010
79 H -3.63064 8.53187 0.29710  C67 1.090
80 H -2.91837 10.02012 1.05002  C67 1.090
81 H -5.87404 9.51857 0.71086  C68 1.090
82 H -4.86218 10.04874 -0.51006  C68 1.090
83 H -6.41727 12.76911 1.43472  C70 1.090
84 H -6.78737 11.62884 0.00923  C70 1.090
85 H -5.54523 12.93121 0.01863  C70 1.090
86 C 4.26913 -7.46755 -2.50878  O87 1.403, H95 1.090, H96 1.090, H97 1.090
87 O 3.63760 -6.48305 -1.73331  C86 1.403, C88 1.402
88 C 2.36865 -6.09685 -2.18796  O87 1.402, C89 1.633, H98 1.090, H99 1.090
89 C 2.28272 -4.99409 -3.38878  C88 1.633, N90 1.456, H100 1.090, H101 1.090
90 N 0.92493 -4.83879 -3.89233  C89 1.456, C91 1.462, H102 1.010
91 C 0.81886 -3.85803 -4.97082  N90 1.462, C92 1.599, H103 1.090, H104 1.090
92 C -0.62328 -3.18142 -5.10825  C91 1.599, O93 1.420, H105 1.090, H106 1.090
93 O -1.47820 -4.00226 -5.89056  C92 1.420, C94 1.390
94 C -2.80439 -3.59732 -5.98222  O93 1.390, H107 1.090, H108 1.090, H109 1.090
95 H 5.12944 -7.90463 -2.00191  C86 1.090
96 H 4.69242 -7.06080 -3.42720  C86 1.090
97 H 3.59620 -8.28385 -2.77130  C86 1.090
98 H 1.94512 -5.61560 -1.30642  C88 1.090
99 H 1.74844 -6.90323 -2.57937  C88 1.090
100 H 3.07305 -5.17206 -4.11803  C89 1.090
101 H 2.67859 -4.09318 -2.92003  C89 1.090
102 H 0.46587 -5.71821 -4.08198  N90 1.010
103 H 1.01442 -4.21909 -5.98052  C91 1.090
104 H 1.53483 -3.05974 -4.77529  C91 1.090
105 H -0.46391 -2.22598 -5.60807  C92 1.090
106 H -1.13122 -3.06450 -4.15095  C92 1.090
107 H -3.38463 -4.17752 -6.69970  C94 1.090
108 H -2.65684 -2.62324 -6.44859  C94 1.090
109 H -3.25885 -3.59665 -4.99148  C94 1.090
110 C 5.13251 -5.24766 0.90964  O111 1.421, H119 1.090, H120 1.090, H121 1.090
111 O 5.30687 -4.10399 1.73452  C110 1.421, C112 1.443
112 C 4.95049 -2.83881 1.14003  O111 1.443, C113 1.568, H122 1.090, H123 1.090
113 C 4.95149 -1.81358 2.32628  C112 1.568, N114 1.483, H124 1.090, H125 1.090
114 N 3.59140 -1.73603 2.91208  C113 1.483, C115 1.429, H126 1.010
115 C 3.47619 -0.72869 3.91916  N114 1.429, C116 1.533, H127 1.090, H128 1.090
116 C 2.03313 -0.40315 4.32171  C115 1.533, O117 1.379, H129 1.090, H130 1.090
117 O 1.33342 -1.54687 4.64232  C116 1.379, C118 1.442
118 C -0.07503 -1.23966 4.68025  O117 1.442, H131 1.090, H132 1.090, H133 1.090
119 H 5.40255 -6.10920 1.52031  C110 1.090
120 H 5.68795 -5.32224 -0.02525  C110 1.090
121 H 4.05241 -5.26330 0.76387  C110 1.090
122 H 3.94285 -2.83303 0.72444  C112 1.090
123 H 5.68210 -2.57518 0.37625  C112 1.090
124 H 5.23564 -0.86931 1.86184  C113 1.090
125 H 5.65825 -2.12686 3.09468  C113 1.090
126 H 3.19372 -2.62467 3.18088  N114 1.010
127 H 3.89289 0.21088 3.55630  C115 1.090
128 H 4.03687 -0.99617 4.81481  C115 1.090
129 H 1.49559 0.03388 3.48019  C116 1.090
130 H 1.97016 0.31733 5.13722  C116 1.090
131 H -0.78165 -2.06934 4.70080  C118 1.090
132 H -0.35584 -0.75749 3.74389  C118 1.090
133 H -0.36092 -0.62835 5.53621  C118 1.090

Orbital gap (spin up / spin down)   1.58 / 8.75 eV
Total charge   -1
Strongest force on any atom   4.40 eV Å⁻¹
Spin multiplicity   2

Löwdin population analysis, charges in e, atoms 1 to 99: number 1, C, carries -0.094; number 2, C, carries -0.478; number 3, C, carries -0.182; number 4, O, carries -0.209; number 5, C, carries -0.148; number 6, N, carries 0.010; number 7, H, carries 0.061; number 8, H, carries 0.071; number 9, H, carries 0.043; number 10, H, carries 0.109; number 11, H, carries 0.120; number 12, H, carries 0.123; number 13, H, carries 0.076; number 14, H, carries 0.079; number 15, H, carries 0.088; number 16, H, carries 0.021; number 17, H, carries 0.044; number 18, C, carries -0.064; number 19, C, carries -0.421; number 20, C, carries -0.242; number 21, O, carries -0.187; number 22, C, carries -0.138; number 23, N, carries 0.043; number 24, H, carries 0.070; number 25, H, carries 0.073; number 26, H, carries 0.039; number 27, H, carries 0.142; number 28, H, carries 0.111; number 29, H, carries 0.096; number 30, H, carries 0.066; number 31, H, carries 0.071; number 32, H, carries 0.064; number 33, H, carries 0.066; number 34, H, carries 0.062; number 35, C, carries -0.109; number 36, C, carries -0.363; number 37, O, carries -0.099; number 38, H, carries 0.064; number 39, H, carries 0.049; number 40, H, carries 0.054; number 41, H, carries 0.099; number 42, H, carries 0.086; number 43, H, carries 0.069; number 44, C, carries -0.060; number 45, C, carries -0.321; number 46, O, carries -0.090; number 47, H, carries 0.035; number 48, H, carries 0.064; number 49, H, carries 0.065; number 50, H, carries 0.089; number 51, H, carries 0.098; number 52, H, carries 0.075; number 53, C, carries -0.066; number 54, C, carries -0.303; number 55, O, carries -0.099; number 56, H, carries 0.074; number 57, H, carries 0.073; number 58, H, carries 0.040; number 59, H, carries 0.093; number 60, H, carries 0.086; number 61, H, carries 0.062; number 62, C, carries -0.143; number 63, O, carries -0.199; number 64, C, carries -0.192; number 65, C, carries -0.186; number 66, N, carries -0.056; number 67, C, carries -0.253; number 68, C, carries -0.275; number 69, O, carries -0.185; number 70, C, carries -0.091; number 71, H, carries 0.081; number 72, H, carries 0.081; number 73, H, carries 0.072; number 74, H, carries 0.108; number 75, H, carries 0.106; number 76, H, carries 0.106; number 77, H, carries 0.102; number 78, H, carries 0.104; number 79, H, carries 0.121; number 80, H, carries 0.129; number 81, H, carries 0.125; number 82, H, carries 0.116; number 83, H, carries 0.082; number 84, H, carries 0.088; number 85, H, carries 0.079; number 86, C, carries -0.119; number 87, O, carries -0.193; number 88, C, carries -0.182; number 89, C, carries -0.197; number 90, N, carries -0.056; number 91, C, carries -0.171; number 92, C, carries -0.199; number 93, O, carries -0.225; number 94, C, carries -0.139; number 95, H, carries 0.084; number 96, H, carries 0.080; number 97, H, carries 0.085; number 98, H, carries 0.097; number 99, H, carries 0.106